The following is a DFT calculation (the ωB97M-V functional and the def2-TZVPD basis) of 3 unconnected molecules or ions with the total composition C20H41NO12P2.

The max |F| comes out at 9.51 eV/Å. Its structure (SMILES) is CC(=O)OC(=O)C[C@H]1CCNC1=O.CCOP(=O)(OCC)OCC.CCOP(=O)(OCC)OCC. For the HOMO-LUMO gap, the calculation gives 8.30 eV. Its HOMO energy is -0.359 hartree.

The geometry in XYZ format:
```
76
C20H41NO12P2 | the OMol25 dataset | the ωB97M-V functional and the def2-TZVPD basis
C 0.759 -2.233 -1.070
C 0.754 -3.768 -1.586
O 0.004 -4.004 -2.571
O 1.509 -4.812 -0.954
C 2.919 -4.564 -1.023
O 3.546 -3.729 -0.342
C 3.768 -5.478 -2.034
C 4.264 -4.696 -3.355
C 3.554 -5.371 -4.626
C 2.721 -4.116 -5.255
N 2.746 -2.972 -4.267
C 4.000 -3.120 -3.494
O 4.770 -2.237 -3.047
H 1.768 -1.981 -0.605
H 0.493 -1.531 -1.935
H -0.092 -2.130 -0.302
H 4.677 -5.874 -1.464
H 3.117 -6.376 -2.319
H 5.405 -4.744 -3.277
H 2.885 -6.283 -4.462
H 4.431 -5.502 -5.354
H 3.281 -3.722 -6.171
H 1.690 -4.481 -5.609
H 2.887 -2.176 -4.917
C -3.519 4.185 -0.370
C -3.272 3.148 -1.453
O -3.120 1.841 -0.915
P -4.459 1.143 -0.240
O -5.085 0.682 -1.560
O -3.798 -0.343 0.126
C -4.341 -1.519 -0.481
C -3.669 -1.821 -1.815
O -3.838 1.673 1.268
C -4.843 1.904 2.262
C -5.656 0.657 2.564
H -4.486 4.016 0.116
H -3.529 5.193 -0.788
H -2.754 4.127 0.408
H -4.086 3.154 -2.185
H -2.347 3.391 -1.981
H -5.427 -1.426 -0.589
H -4.178 -2.354 0.203
H -3.537 -0.934 -2.438
H -4.246 -2.558 -2.379
H -2.666 -2.223 -1.648
H -5.501 2.711 1.922
H -4.336 2.246 3.167
H -6.224 0.328 1.687
H -6.368 0.848 3.370
H -5.003 -0.170 2.852
C 1.871 4.051 5.543
C 0.627 3.312 5.079
O 0.534 3.261 3.662
P 1.650 2.337 2.861
O 0.975 0.984 3.103
O 1.074 2.525 1.309
C 0.632 1.375 0.583
C -0.841 1.086 0.835
O 2.533 3.786 2.597
C 3.944 3.587 2.458
C 4.289 2.673 1.295
H 2.776 3.500 5.267
H 1.872 4.172 6.627
H 1.938 5.035 5.073
H 0.608 2.296 5.486
H -0.261 3.834 5.443
H 1.259 0.508 0.824
H 0.786 1.569 -0.480
H -1.122 1.170 1.888
H -1.104 0.085 0.485
H -1.462 1.810 0.302
H 4.338 3.176 3.393
H 4.400 4.568 2.307
H 3.895 1.662 1.452
H 5.371 2.593 1.176
H 3.853 3.047 0.366
```